[1]
C25H48O3P2SYb as an isolated structure in a non-equilibrium geometry. Source: the OMol25 dataset; level of theory: ωB97M-V with the def2-TZVPD basis set.

Each line ends with the Mulliken charge.
CARTESIAN COORDINATES (ANGSTROEM)
H  1.602  4.261  -0.300  0.383
P  -2.457  0.590  1.883  1.243
H  -0.697  2.784  -3.293  0.130
O  0.551  0.933  1.550  -0.101
C  -2.385  0.261  -1.902  -0.271
H  0.900  -2.303  3.577  0.438
C  1.394  -1.898  1.537  0.821
H  -2.435  -1.506  -0.648  1.153
H  -4.605  0.338  0.796  0.357
H  3.112  1.541  -2.792  0.375
S  1.253  2.191  2.071  1.206
H  -1.895  -3.447  -3.858  0.274
H  -0.912  3.677  -1.766  0.299
H  -1.309  -3.328  -1.253  0.023
H  -3.286  2.731  2.695  0.437
H  -1.684  2.913  1.883  0.229
H  -1.098  -2.661  2.549  0.238
H  -3.938  0.556  -3.372  0.497
H  1.616  -1.626  -2.853  0.100
H  -3.995  -1.618  -3.123  0.456
H  3.030  3.264  -0.566  0.352
O  0.502  3.382  1.689  -0.696
C  0.585  -2.720  -0.448  0.829
C  1.680  -1.807  2.985  -1.423
H  -3.326  -2.962  -2.216  0.496
Yb  -0.160  -0.309  -0.362  0.111
H  3.514  -0.037  1.490  0.297
C  0.324  -2.622  0.941  0.172
P  1.102  2.346  -1.691  1.221
H  1.561  1.208  4.270  0.280
C  -2.149  -2.379  -3.907  -1.529
H  0.030  -2.204  -4.175  1.146
C  -0.807  -3.248  1.669  -1.574
H  -4.806  0.565  2.576  0.442
H  -0.041  -4.568  -1.321  0.355
C  -2.157  0.354  3.676  -1.178
H  2.646  -2.276  3.238  0.331
H  -4.264  -1.015  1.901  0.397
H  -2.777  -0.026  -5.170  0.425
C  -3.044  -2.014  -2.716  -1.391
C  -0.228  -3.482  -1.413  -0.770
H  -0.004  -3.189  -2.446  0.297
H  2.984  -2.632  -2.357  0.283
H  -2.914  1.947  -3.101  0.507
H  0.071  0.229  -4.554  0.696
C  -2.891  0.852  -3.188  -1.394
H  -2.144  1.004  -1.126  0.781
H  -0.560  -4.257  2.027  0.320
H  3.930  -0.315  -0.195  0.318
H  -3.154  2.687  0.903  0.333
H  -2.737  -2.277  -4.834  0.600
H  1.736  -0.757  3.302  -0.079
C  2.272  -1.477  0.507  0.804
C  -0.850  -0.279  -4.256  -0.262
C  -4.212  0.078  1.788  -1.489
H  2.212  2.679  -3.860  0.450
C  -2.663  2.411  1.846  -1.231
C  1.309  2.204  3.881  -1.104
H  -2.933  0.867  4.266  0.472
H  0.283  4.265  -2.965  0.536
C  2.157  3.701  -1.062  -1.397
H  -1.162  0.745  3.935  0.147
O  2.669  2.175  1.663  -0.695
C  -2.492  -1.067  -1.666  -0.360
H  2.461  4.358  -1.891  0.500
H  -1.701  -3.354  1.047  0.285
H  4.353  -1.531  1.014  0.331
C  3.577  -0.809  0.715  -1.648
H  2.100  2.912  4.191  0.380
H  0.359  2.549  4.301  0.332
C  1.766  -1.961  -0.730  0.132
C  -0.867  -1.596  -4.016  -0.412
C  -2.109  0.507  -4.471  -1.518
H  1.643  0.991  -3.630  0.073
C  2.373  -1.763  -2.064  -1.142
H  -1.844  1.438  -4.997  0.441
C  -0.175  3.368  -2.521  -1.288
H  -2.170  -0.723  3.902  0.339
H  3.031  -0.885  -2.087  0.309
C  2.116  1.853  -3.141  -1.225

Computed properties:
Calculated total energy in eV: -93783.7278
Charge: +1
Expectation value of S²: 0.751
2S+1: 2
HOMO energy (spin up / spin down) in eV: -10.502 / -10.501



[2]
C39H22FGaN8 as an isolated structure in a non-equilibrium geometry. Source: the OMol25 dataset; level of theory: ωB97M-V with the def2-TZVPD basis set.

Each line ends with the Mulliken charge.
CARTESIAN COORDINATES (ANGSTROEM)
C  -0.746  5.989  -1.061  -0.666
C  -0.609  4.812  -1.785  -0.306
H  -0.208  4.830  -2.789  0.525
H  0.183  -7.987  -1.447  0.389
C  1.021  -1.848  -5.491  -0.260
C  -1.596  2.205  0.528  0.032
N  -0.356  1.865  -2.747  -0.514
C  1.402  0.368  -6.517  -0.575
H  0.093  -5.642  2.168  0.440
C  -1.193  6.008  0.304  -0.606
C  -0.037  -5.728  1.079  -0.427
N  -0.206  -2.960  -2.837  -0.601
C  1.555  1.031  2.472  -0.145
Ga  -0.701  -0.532  -0.476  1.380
N  -0.581  -2.821  1.924  -0.579
C  -0.266  -1.676  4.737  -0.600
C  1.281  3.569  1.342  -1.007
C  -1.319  0.235  3.636  0.566
C  0.317  -1.226  -4.474  0.365
C  -0.903  -1.111  3.639  0.743
C  -1.573  0.563  2.222  -0.125
H  -0.533  6.892  -1.566  0.471
C  -0.906  -1.582  2.250  -0.234
C  -1.462  4.795  0.927  -0.614
C  1.503  -1.027  -6.539  -0.627
H  1.789  0.104  -0.750  0.585
C  -0.521  -3.337  -1.578  -0.139
C  -1.006  3.615  -1.186  1.322
H  -1.469  2.021  4.759  0.534
H  -0.355  0.985  6.808  0.427
N  -0.663  -2.509  -0.468  -0.257
C  1.404  2.095  3.281  -1.044
N  -1.399  -0.572  1.453  -0.405
C  -0.435  -4.649  0.323  0.453
C  -0.474  -4.712  -1.096  0.634
H  1.572  -0.939  0.722  0.599
C  -1.111  1.016  4.772  -0.746
C  -1.513  3.622  0.151  0.401
H  -0.387  -5.968  -2.863  0.470
N  -0.582  -0.577  -2.440  -0.278
N  -1.784  1.772  1.757  -0.357
H  0.493  -1.324  6.697  0.405
C  -0.558  -3.275  0.676  -0.039
H  1.519  2.482  -0.529  0.521
C  -0.213  -1.682  -3.186  0.018
H  -1.230  6.979  0.821  0.368
C  -0.297  -5.901  -1.782  -0.406
H  1.845  -1.480  -7.438  0.406
C  1.425  1.144  1.098  -0.006
C  0.012  -7.022  -1.000  -0.476
H  1.496  2.023  4.342  0.678
C  1.186  3.324  2.701  0.439
F  0.831  4.349  3.535  -0.477
C  1.259  -0.039  0.221  -1.285
H  -1.520  4.807  1.998  0.481
C  0.179  0.181  -4.443  0.242
C  -0.339  0.572  -3.132  0.402
C  0.741  1.027  -5.417  -0.522
C  -0.519  0.432  5.892  -0.563
H  1.873  0.052  2.890  0.365
H  1.199  -2.912  -5.461  0.502
C  -0.039  -0.891  5.842  -0.446
C  1.367  2.440  0.546  -0.285
N  -1.366  1.427  -0.590  -0.574
C  0.186  -6.929  0.403  -0.521
H  1.137  4.524  0.887  0.839
H  0.057  -2.732  4.659  0.438
H  1.843  0.949  -7.317  0.403
H  0.529  -7.826  0.925  0.383
H  0.620  2.076  -5.374  0.557
C  -0.943  2.236  -1.609  -1.075

Computed properties:
Calculated total energy in eV: -107817.0124
HOMO energy (spin up / spin down) in eV: -6.805 / -6.661



[3]
C29H21Cl2FeN5O8 as an isolated structure. Source: the OMol25 dataset; level of theory: ωB97M-V with the def2-TZVPD basis set.

Each line ends with the Mulliken charge.
CARTESIAN COORDINATES (ANGSTROEM)
Fe  0.368  0.189  -0.119  1.380
O  1.254  1.115  3.987  -0.821
H  2.589  -1.898  3.604  0.357
N  0.167  -3.031  1.632  -0.074
N  2.154  1.657  0.625  0.281
C  -1.261  1.135  2.528  -0.369
H  4.870  3.919  2.167  0.391
O  3.380  -1.245  -5.379  -0.696
C  -2.491  -0.251  -4.354  -0.243
H  -2.428  -1.752  3.385  0.337
H  3.211  2.697  3.622  0.464
H  -0.885  -1.722  5.189  0.418
C  2.209  0.380  -3.995  -0.051
N  -1.436  -0.817  -1.861  0.165
C  -1.654  -1.343  -4.175  -0.936
O  2.554  -3.169  -3.313  -0.754
H  -0.841  1.413  4.613  0.573
C  -2.285  1.003  1.546  0.018
C  -1.545  -2.387  3.264  -0.980
H  1.218  -2.646  5.370  0.421
C  1.090  1.273  2.767  0.065
H  -4.400  1.061  1.208  0.540
C  -1.148  -1.587  -2.907  -0.416
C  -2.818  0.532  -3.262  -0.772
H  4.699  3.623  -0.314  0.413
C  2.753  -0.980  -4.371  0.436
Cl  -5.632  1.448  3.710  -0.280
O  1.287  -1.507  -1.107  -0.521
C  -0.436  -1.890  4.207  0.501
H  -1.371  -1.983  -5.001  0.413
O  2.281  1.393  -4.679  -0.751
C  -1.160  -2.416  1.780  0.358
C  2.228  1.833  1.945  0.451
H  2.423  -3.618  3.190  0.443
C  2.376  -1.958  -3.280  -0.006
C  -2.949  1.448  4.228  -0.077
N  -1.854  0.662  0.269  0.014
C  -3.941  1.338  3.276  0.084
Cl  -3.331  1.710  5.915  -0.277
O  -3.655  1.666  -0.821  -0.814
H  -2.884  -0.017  -5.337  0.396
H  -0.475  -2.416  -2.718  0.762
H  -1.884  -2.972  1.184  0.381
H  0.413  -3.867  4.408  0.308
C  1.211  -2.226  2.045  -0.162
H  2.929  2.107  -1.211  0.550
C  3.035  2.283  -0.150  -0.272
O  1.020  1.050  -1.936  -1.031
C  4.021  3.118  0.362  -0.867
C  3.202  2.617  2.545  -0.917
C  -2.262  0.205  -2.032  0.600
C  0.771  -2.830  4.391  -0.912
C  4.111  3.277  1.734  -0.271
C  -1.612  1.346  3.862  -0.367
H  -0.078  -0.910  3.889  -0.503
H  -3.484  1.381  -3.318  0.452
C  -2.647  0.947  -0.770  -0.348
C  1.883  -2.678  3.326  -0.896
H  -1.132  -1.411  1.364  -0.208
H  -1.839  -3.400  3.576  0.444
C  1.747  -1.151  -2.234  0.487
C  1.601  0.197  -2.686  1.038
N  0.011  1.104  2.007  0.179
O  1.454  -1.140  1.558  -0.097
H  0.189  -3.920  2.115  0.440
C  -3.613  1.126  1.941  -0.870

Computed properties:
Calculated total energy in eV: -113681.5372
Charge: -2
Expectation value of S²: 6.009
2S+1: 5
HOMO energy (spin up / spin down) in eV: -1.778 / -1.808



[4]
An isolated molecule of C6H10ClN in a non-equilibrium geometry. Source: the OMol25 dataset; level of theory: ωB97M-V with the def2-TZVPD basis set.

Each line ends with the Mulliken charge.
CARTESIAN COORDINATES (ANGSTROEM)
H  -1.069  -0.911  1.593  0.371
C  0.215  -1.199  -0.111  -0.272
H  2.788  2.156  0.036  0.294
H  0.134  0.353  1.362  0.434
C  -1.640  0.533  0.124  -0.399
H  1.130  1.645  -0.818  0.222
C  -0.533  -0.314  0.816  -0.814
C  1.469  -1.022  -0.599  -0.399
H  -1.151  1.014  -0.756  0.309
Cl  3.959  -0.374  0.268  -0.214
H  1.868  -1.832  -1.214  0.345
C  2.387  0.095  -0.283  0.375
N  -2.750  -0.353  -0.255  -0.596
H  -3.202  -0.702  0.567  0.227
H  -3.479  0.216  -0.699  0.233
H  -0.331  -2.071  -0.491  0.345
H  -1.893  1.352  0.812  0.275
C  2.099  1.414  -0.353  -0.739

Computed properties:
Calculated total energy in eV: -20395.4448
SMILES string: C=C(Cl)/C=C\CCN
HOMO energy in eV: -9.033